No. 1
ORCA calculation (ωB97M-V/def2-TZVPD) on one molecule with the formula C15H30N2O4 at a distorted geometry.

Its SMILES is CCOC[C@@]1(CCCCN)OC[C@@H](N)[C@@]1(C)COC(C)=O. As for the molecular weight: 302.4 g/mol. The value obtained for the max |F| is 4.26 eV/A. The total energy is -27209.5115 eV. The HOMO-LUMO gap comes out at 9.734 eV.

XYZ file:
```
51
C15H30N2O4, DFT ωB97M-V/def2-TZVPD
C -0.37 2.51 3.84
C 0.01 3.07 2.47
O -0.64 2.40 1.41
C 0.19 1.59 0.62
C -0.13 0.07 0.79
C 1.25 -0.64 0.85
C 2.10 -0.45 -0.43
C 2.73 -1.74 -0.98
C 3.28 -1.45 -2.41
N 4.71 -1.12 -2.45
O -0.72 -0.07 2.07
C -1.21 -1.40 2.23
C -1.50 -1.82 0.79
N -2.70 -2.62 0.51
C -1.19 -0.58 -0.14
C -0.77 -1.27 -1.44
C -2.59 0.09 -0.25
O -2.61 1.52 -0.38
C -2.75 1.99 -1.65
C -1.67 1.84 -2.69
O -3.71 2.56 -1.93
H -1.45 2.38 3.81
H -0.10 3.25 4.59
H 0.06 1.54 4.02
H -0.35 4.10 2.46
H 1.10 3.13 2.36
H -0.05 1.83 -0.42
H 1.25 1.79 0.73
H 1.15 -1.69 1.08
H 1.76 -0.13 1.65
H 1.49 -0.03 -1.23
H 2.87 0.29 -0.24
H 2.03 -2.57 -1.03
H 3.59 -1.99 -0.37
H 3.14 -2.33 -3.04
H 2.74 -0.63 -2.87
H 4.84 -0.17 -2.12
H 5.24 -1.75 -1.87
H -2.02 -1.40 2.95
H -0.38 -1.98 2.63
H -0.68 -2.52 0.58
H -2.93 -2.62 -0.47
H -2.56 -3.58 0.80
H 0.05 -1.96 -1.28
H -1.59 -1.80 -1.91
H -0.41 -0.57 -2.20
H -3.22 -0.15 0.59
H -3.08 -0.33 -1.13
H -1.79 0.89 -3.21
H -0.65 1.91 -2.30
H -1.78 2.62 -3.43
```

---

No. 2
ORCA calculation (ωB97M-V/def2-TZVPD) on C30H38BeN10O6P as an isolated structure at a distorted geometry.

As for the molecular weight: 674.7 g/mol. The value obtained for the max |F| is 2.30 eV/A. The total energy is -68598.7382 eV. As for the net charge: +1. The HOMO-LUMO gap (spin up / spin down) comes out at 8.237 / 8.238 eV.

XYZ file:
```
86
C30H38BeN10O6P, DFT ωB97M-V/def2-TZVPD
Be -1.11 -1.92 -1.20
C 3.82 -1.93 -2.59
N 2.38 -1.76 -2.65
C 1.50 -2.34 -1.86
N 0.34 -1.73 -2.01
C 0.59 -0.79 -2.97
N 1.83 -0.73 -3.35
C 4.30 -1.57 -1.17
C 4.98 -2.53 -0.43
C 5.25 -2.31 0.92
C 4.90 -1.10 1.50
C 4.25 -0.11 0.72
C 3.97 -0.36 -0.62
C 3.80 1.14 1.35
N 3.83 1.40 2.62
N 3.17 2.55 2.82
C 2.70 2.91 1.69
O 3.05 2.07 0.67
C 1.74 3.94 1.35
C 1.06 4.58 2.40
C 0.08 5.51 2.08
C -0.28 5.70 0.76
C 0.40 5.02 -0.25
C -0.11 5.07 -1.68
N -0.96 3.90 -2.02
C -0.75 2.76 -2.69
N -1.81 1.98 -2.57
C -2.69 2.72 -1.83
N -2.20 3.86 -1.40
C 1.46 4.21 0.02
H 4.30 -1.31 -3.39
H 4.04 -2.92 -2.91
H 1.66 -3.14 -1.16
H -0.26 -0.18 -3.35
H 5.16 -3.48 -0.92
H 5.74 -3.03 1.52
H 5.17 -0.86 2.56
H 3.45 0.43 -1.20
H 1.31 4.42 3.44
H -0.44 6.02 2.89
H -1.07 6.35 0.49
H 0.72 5.21 -2.34
H -0.80 5.88 -1.82
H 0.05 2.49 -3.34
H -3.67 2.40 -1.68
H 1.93 3.68 -0.81
C -4.15 -3.26 -3.19
C -3.06 -2.89 -2.20
N -2.42 -1.77 -2.24
O -2.63 -0.92 -3.31
C -2.61 -3.89 -1.25
C -3.25 -5.17 -0.87
N -1.45 -3.53 -0.74
O -0.74 -4.19 0.09
H -4.83 -2.45 -3.33
H -4.70 -4.14 -2.95
H -3.64 -3.45 -4.15
H -2.33 -0.06 -3.01
H -2.48 -5.78 -0.48
H -3.66 -5.68 -1.74
H -4.06 -4.97 -0.15
C -3.90 -1.63 2.82
C -3.12 -1.39 1.56
O -1.72 -1.21 1.88
P -0.74 -0.73 0.69
O -0.93 0.81 0.34
C -0.81 1.99 1.25
C -2.11 2.19 1.98
O 0.69 -0.71 1.46
C 1.15 -1.89 2.15
C 1.22 -1.59 3.69
H -4.95 -1.94 2.61
H -3.88 -0.67 3.39
H -3.45 -2.42 3.37
H -3.50 -0.50 1.08
H -3.22 -2.28 0.87
H -0.64 2.83 0.58
H 0.04 1.82 1.91
H -2.89 2.31 1.21
H -1.97 3.14 2.51
H -2.39 1.35 2.65
H 2.11 -2.06 1.72
H 0.46 -2.74 1.97
H 2.01 -0.86 3.89
H 1.44 -2.55 4.18
H 0.29 -1.23 4.13
```

---

No. 3
ORCA calculation (ωB97M-V/def2-TZVPD) on C21H48INO2P3Sm as an isolated structure at a distorted geometry.

Its multiplicity is 6. As for the molecular weight: 716.8 g/mol. The value obtained for the max |F| is 5.43 eV/A. The total energy is -81999.3259 eV. As for the net charge: +2. The HOMO-LUMO gap (spin up / spin down) comes out at 6.919 / 7.338 eV.

XYZ file:
```
77
C21H48INO2P3Sm, DFT ωB97M-V/def2-TZVPD
C -1.18 0.58 -5.45
C -0.58 1.24 -4.26
H -1.65 -0.39 -5.20
H -0.38 0.38 -6.18
H -1.96 1.22 -5.91
O -0.91 0.84 -3.08
I 0.92 2.66 -4.62
Sm -0.87 0.21 -0.87
P -2.69 2.41 -1.41
C -4.25 2.02 -0.52
C -2.49 4.20 -1.16
H -3.41 4.73 -1.49
H -4.25 3.10 -3.08
H -1.63 4.55 -1.76
H -2.60 2.92 -3.81
H -4.13 2.27 0.55
H -2.30 4.43 -0.10
C -3.34 2.47 -3.12
H -5.05 2.64 -0.96
H -3.60 1.47 -3.49
H -4.49 0.95 -0.62
P 1.23 -0.91 -3.30
C 0.87 -2.52 -2.55
C 1.41 -1.43 -5.04
H 3.08 0.61 -3.10
H 3.65 -1.08 -3.41
H 3.06 -0.58 -1.76
C 2.93 -0.46 -2.85
H 1.71 -0.60 -5.70
H 2.18 -2.22 -5.07
H 1.26 -3.31 -3.21
H -0.23 -2.60 -2.53
H 0.47 -1.84 -5.42
H 1.26 -2.67 -1.53
C -3.13 -2.19 -0.45
O -3.85 -3.12 -0.55
C -0.16 0.39 4.44
C -0.68 0.19 3.01
C -1.79 -0.89 3.05
C -1.32 1.50 2.51
P 0.68 -0.36 1.80
N -2.37 -1.24 -0.38
C 2.23 0.68 2.17
C 2.98 0.20 3.43
C 3.19 0.59 0.96
C 1.87 2.17 2.35
C 1.09 -2.20 2.11
C 1.15 -2.55 3.61
C 0.03 -3.08 1.42
C 2.46 -2.54 1.48
H -1.02 0.63 5.09
H 0.55 1.23 4.51
H 0.30 -0.52 4.84
H -2.61 -0.50 3.68
H -2.20 -1.12 2.06
H -1.46 -1.82 3.52
H -0.62 2.34 2.38
H -1.90 1.39 1.57
H -2.04 1.81 3.29
H 3.38 -0.81 3.33
H 3.83 0.88 3.59
H 2.34 0.26 4.33
H 2.71 0.93 0.03
H 4.05 1.25 1.16
H 3.59 -0.42 0.79
H 1.31 2.56 1.50
H 1.31 2.37 3.27
H 2.81 2.73 2.42
H 0.17 -2.46 4.11
H 1.46 -3.60 3.70
H 1.89 -1.95 4.16
H -0.01 -2.92 0.34
H 0.31 -4.14 1.59
H -0.98 -2.95 1.82
H 3.31 -2.09 2.01
H 2.51 -2.27 0.41
H 2.59 -3.64 1.54
```

---

Which value of max |F| does entry 2 give?
2.30 eV/A